{
  "formula": "C5H6N2",
  "method": "the ωB97M-V functional and the def2-TZVPD basis",
  "species": ["C", "C", "C", "C", "C", "N", "N", "H", "H", "H", "H", "H", "H"],
  "coordinates": [[-1.67, -1.07, -0.05], [-0.41, -0.56, -0.04], [-0.54, 0.88, 0.06], [1.26, -0.37, 0.13], [0.96, 1.11, -0.10], [-1.80, 1.21, 0.06], [-2.49, 0.09, -0.05], [-2.17, -2.07, -0.15], [1.48, -0.68, 1.04], [1.68, -0.97, -0.72], [1.03, 1.50, -1.08], [1.38, 1.83, 0.61], [-3.41, -0.03, 0.37]],
  "de_lowest_kcal_mol": 82.3,
  "multiplicity": 3,
  "homo_ev": [-4.5, -8.9],
  "orbital_gap_ev": [5.66, 6.85],
  "total_energy_ev": -8254.3421,
  "lumo_energy_ev": [1.14, -2.07]
}